Record 1
# C7H15N2

An isolated ion of composition C7H15N2 and charge +1 at a distorted geometry (wB97M-V/def2-TZVPD, the Open Molecules 2025 dataset).

Values from the calculation:
LUMO, eV: -3.1
SMILES: CC1(C)[NH2+]C[C@@H]2C[C@@]21N
F_max, eV/A: 3.74
HOMO, eV: -12.44
Kohn-Sham gap, eV: 9.3021
Electronic energy, eV: -10473.8677
ΔE to the lowest compared entry with this formula, charge and spin, kcal per mole: 56.0

Geometry as ORCA input:
```
! wB97M-V def2-TZVPD RIJCOSX def2/J DEFGRID3
* xyz 1 1
C 1.59240 -0.22303 1.40450
C 0.76326 0.03373 0.13723
C 1.54103 -0.02494 -1.16503
N 0.08202 1.46806 0.22846
C -1.19998 1.51165 -0.54248
C -1.74249 0.11640 -0.35213
C -1.76700 -0.55103 1.01853
C -0.56251 -0.82185 0.04089
N -0.37199 -2.07169 -0.60524
H 2.41325 0.35329 1.34266
H 1.91396 -1.18962 1.15878
H 1.17681 -0.28196 2.38897
H 2.44878 0.72049 -0.94436
H 0.89743 0.36363 -2.06748
H 2.00994 -1.04577 -1.13720
H 0.57936 2.31732 0.00395
H -0.01141 1.77102 1.23162
H -0.85594 1.78313 -1.65585
H -1.75803 2.26085 -0.08594
H -2.31848 -0.29689 -1.16872
H -1.57063 -0.23017 2.03389
H -2.32730 -1.49399 1.09892
H 0.29162 -2.02959 -1.38000
H -1.22410 -2.43905 -0.98395
*
```

Atomic partial charges in e from the natural (NBO) method, atoms 1 to 2: C -0.65; C 0.21


Record 2
# C3H3BrO2

A 2-piece molecular cluster, C3H3BrO2 overall at a distorted geometry (wB97M-V/def2-TZVPD, the Open Molecules 2025 dataset).

Values from the calculation:
LUMO (spin up / spin down), eV: 0.9 / -2.8
F_max, eV/A: 6.45
HOMO (spin up / spin down), eV: -6.52 / -10.53
Kohn-Sham gap (spin up / spin down), eV: 7.4197 / 7.7333
Electronic energy, eV: -77292.2117
ΔE to the lowest compared entry with this formula, charge and spin, kcal per mole: 19.6

Geometry as ORCA input:
```
! wB97M-V def2-TZVPD RIJCOSX def2/J DEFGRID3
* xyz 0 3
C -0.98505 -0.90091 -0.38949
C 0.13075 -0.20486 -1.17601
C 4.03751 0.73223 0.56455
O 3.12838 0.30489 1.07401
O 1.30408 -0.48078 -1.15727
Br -2.27431 0.20339 0.38814
H -1.47704 -1.52202 -1.23175
H -0.46961 -1.61328 0.28025
H -0.24043 0.45299 -1.97348
*
```

Atomic partial charges in e from the natural (NBO) method, atoms 1 to 2: C -0.54; C -0.04